The following is a DFT calculation (ωB97M-V/def2-TZVPD) of a structure of composition C30H16Cl3CrN5O14S at a distorted geometry.

Element x y z (Å)
Cr: 0.06 1.17 -0.29
Cl: -3.70 7.04 -1.08
C: -3.10 5.44 -0.73
C: -2.00 4.96 -1.41
C: -1.59 3.68 -1.10
Cl: -0.20 2.99 -1.96
C: -2.17 2.85 -0.14
O: -1.74 1.64 0.11
C: -3.28 3.40 0.52
Cl: -4.08 2.45 1.72
C: -3.74 4.67 0.23
H: -1.50 5.55 -2.16
H: -4.60 5.06 0.75
O: -5.41 -6.53 -4.87
S: -5.61 -5.20 -4.33
O: -5.52 -5.10 -2.89
O: -6.69 -4.44 -4.94
C: -4.15 -4.30 -4.92
N: -3.83 -4.46 -6.21
C: -2.79 -3.77 -6.66
C: -2.05 -2.91 -5.86
C: -2.47 -2.81 -4.55
N: -3.50 -3.50 -4.07
C: -1.79 -1.91 -3.55
C: -2.24 -1.88 -2.24
C: -1.63 -1.04 -1.34
N: -0.61 -0.23 -1.69
C: -0.18 -0.26 -2.95
C: -0.73 -1.09 -3.91
H: -2.53 -3.91 -7.70
H: -1.22 -2.36 -6.27
H: -3.06 -2.52 -1.94
H: -1.95 -0.97 -0.31
H: 0.65 0.40 -3.20
H: -0.33 -1.06 -4.91
O: 2.10 1.42 -0.35
C: 1.96 2.31 0.56
O: 0.77 2.64 0.86
C: 3.12 2.90 1.24
C: 4.40 2.63 0.76
C: 5.52 3.17 1.39
C: 5.29 3.96 2.48
O: 6.21 4.58 3.27
C: 5.47 5.33 4.25
O: 4.09 5.02 4.07
C: 4.02 4.23 2.95
C: 2.90 3.72 2.36
H: 4.50 1.99 -0.10
H: 6.53 2.97 1.04
H: 5.64 6.39 4.08
H: 5.78 5.02 5.24
H: 1.90 3.90 2.72
O: 0.82 0.66 2.91
C: 0.56 -0.29 2.20
O: 0.28 -0.28 0.92
C: 0.78 -1.69 2.72
C: 1.01 -1.86 4.08
C: 1.23 -3.14 4.56
C: 1.27 -4.26 3.75
C: 1.05 -4.04 2.41
C: 0.80 -2.79 1.87
N: 1.12 -5.21 1.49
O: 0.96 -4.99 0.31
O: 1.40 -6.28 1.97
N: 1.47 -3.33 6.01
O: 1.72 -4.45 6.39
O: 1.47 -2.34 6.71
H: 1.01 -1.01 4.74
H: 1.46 -5.24 4.14
H: 0.63 -2.67 0.81

Calculated values
Energy above the lowest of the compared OMol25 structures with the same formula, charge and spin = 6.7 kcal/mol
E = -5303.27902 hartree
Orbital gap (spin up / spin down) = 6.3 / 6.3 eV
M = 860.90 g mol⁻¹
Net charge = -1
2S+1 = 4